Record 1
C4H10N4 | ωB97M-V/def2-TZVPD

The geometry in XYZ format:
```
18
Properties=species:S:1:pos:R:3:nbo_charge:R:1
C -0.27 0.29 -0.91 -0.0506
C 0.87 1.01 -0.10 -0.0736
C 0.19 -0.11 0.46 -0.1455
C -1.27 -2.30 1.13 -0.2873
H 0.01 -0.14 -2.90 0.3660
H 1.01 -1.17 -1.90 0.3686
H -1.26 1.03 -1.16 0.2251
H 2.05 0.89 -0.22 0.1881
H 2.02 2.91 0.36 0.3881
H 0.14 3.00 -0.71 0.3767
H 0.89 -0.94 0.20 0.2081
H -0.71 0.79 2.28 0.4105
H -1.72 -3.30 1.57 0.1839
H -0.79 -2.55 0.23 0.1760
N 0.04 -0.68 -1.99 -0.8548
N 0.82 2.52 0.25 -0.8837
N -0.69 -0.08 1.51 -0.4062
N -1.35 -1.16 1.92 -0.1894
```

Computed properties:
Max |F|: 6.2 eV/A
SMILES string: C=NNC1[C@H](N)[C@H]1N
Energy above the lowest of the compared OMol25 structures with the same formula, charge and spin: 739.42 kJ/mol

Record 2
C4H10N4 | ωB97M-V/def2-TZVPD

The geometry in XYZ format:
```
18
Properties=species:S:1:pos:R:3:nbo_charge:R:1
C -0.43 -1.32 0.36 -0.2795
C -0.04 0.01 0.97 0.2229
C 0.03 1.18 0.31 -0.3699
C -0.27 1.48 -1.11 0.4170
H 1.49 -2.02 0.18 0.3565
H 0.41 -2.83 -0.72 0.3633
H -1.28 -1.18 -0.32 0.2328
H -0.79 -1.96 1.18 0.1773
H 0.55 -0.93 2.70 0.3735
H 0.69 0.72 2.73 0.3794
H 0.30 2.07 0.87 0.1995
H 0.29 -0.38 -1.84 0.4100
H -0.43 0.72 -2.94 0.3910
H -0.52 3.32 -0.77 0.3264
N 0.68 -1.90 -0.42 -0.8319
N 0.18 -0.06 2.34 -0.7971
N -0.34 0.42 -1.99 -0.8428
N -0.51 2.66 -1.55 -0.7282
```

Computed properties:
Max |F|: 0.7 eV/A
SMILES string: [H]/N=C(N)\C=C(\N)CN
Energy above the lowest of the compared OMol25 structures with the same formula, charge and spin: 39.68 kJ/mol

Record 3
C4H10N4 | ωB97M-V/def2-TZVPD

The geometry in XYZ format:
```
18
Properties=species:S:1:pos:R:3:nbo_charge:R:1
C 1.25 0.52 1.24 -0.4260
N 0.30 0.36 0.14 -0.2086
C 0.56 -0.90 -0.66 0.3933
N 0.21 1.49 -0.73 -0.6667
N -2.33 0.12 -0.17 -0.7732
C -0.58 -1.60 -0.29 -0.6049
C -1.33 -0.57 0.45 0.2477
N 1.65 -0.93 -1.33 -0.8668
H 0.35 2.34 -0.19 0.3498
H 0.96 1.40 -1.41 0.3887
H 1.75 -1.77 -1.88 0.3525
H -2.20 0.24 -1.17 0.3998
H -2.70 0.93 0.30 0.3764
H -0.82 -2.64 -0.37 0.2253
H -1.50 -0.63 1.53 0.1742
H 0.98 1.39 1.84 0.1916
H 1.21 -0.37 1.86 0.2225
H 2.26 0.63 0.84 0.2243
```

Computed properties:
Max |F|: 0.8 eV/A
Energy above the lowest of the compared OMol25 structures with the same formula, charge and spin: 340.25 kJ/mol

Record 4
C4H10N4 | ωB97M-V/def2-TZVPD

The geometry in XYZ format:
```
18
Properties=species:S:1:pos:R:3:nbo_charge:R:1
C 1.36 -1.47 -0.86 -0.6749
C 0.02 0.63 -0.07 -0.1147
C -0.70 -0.02 0.89 0.3466
C 0.65 -0.12 -1.19 0.2952
N 0.26 2.01 -0.04 -0.8361
N -1.27 -1.26 0.76 -0.8237
N -1.04 0.66 2.04 -0.8156
N 0.73 0.34 -2.40 -0.6617
H 0.58 2.29 0.88 0.3621
H 0.96 2.30 -0.72 0.3831
H -1.40 -1.56 -0.20 0.4019
H -1.98 -1.49 1.44 0.3834
H -1.12 1.66 1.88 0.3867
H -1.86 0.30 2.50 0.3648
H 0.12 1.15 -2.50 0.3294
H 1.70 -1.93 -1.79 0.2252
H 0.75 -2.23 -0.36 0.2251
H 2.24 -1.24 -0.25 0.2232
```

Computed properties:
Max |F|: 2.7 eV/A
SMILES string: [H]/N=C(/C)C(N)=C(N)N
Energy above the lowest of the compared OMol25 structures with the same formula, charge and spin: 109.33 kJ/mol

Record 5
C4H10N4 | ωB97M-V/def2-TZVPD

The geometry in XYZ format:
```
18
Properties=species:S:1:pos:R:3:nbo_charge:R:1
C -1.84 -0.69 -1.07 -0.6807
N -1.20 -0.28 1.67 -0.5486
C 0.38 0.41 -0.16 0.2995
C -0.68 -0.22 -0.32 0.1807
N -0.18 -0.16 2.63 -0.7045
N 1.46 0.78 0.54 -0.8428
C 1.90 0.08 -2.40 -0.1471
N 0.66 0.12 -2.23 -0.4501
H -1.77 0.57 1.73 0.3175
H -0.06 -1.06 3.09 0.3587
H -0.35 0.56 3.34 0.3530
H 1.43 0.39 1.49 0.4297
H 1.71 1.76 0.47 0.3944
H -1.75 -1.76 -1.27 0.2368
H -1.91 -0.16 -2.02 0.2627
H -2.75 -0.53 -0.49 0.2369
H 2.64 0.16 -1.58 0.1435
H 2.32 0.03 -3.42 0.1607
```

Computed properties:
Max |F|: 4.3 eV/A
Energy above the lowest of the compared OMol25 structures with the same formula, charge and spin: 696.36 kJ/mol

Record 6
C4H10N4 | ωB97M-V/def2-TZVPD

The geometry in XYZ format:
```
18
Properties=species:S:1:pos:R:3:nbo_charge:R:1
C -1.09 1.08 0.90 0.0223
C 1.37 0.36 0.10 0.5899
C -2.10 -0.04 -0.68 -0.0854
C -0.32 -0.23 0.81 -0.1037
N -2.04 1.11 0.07 -0.2703
N 2.28 -0.53 0.16 -0.7505
N 1.31 1.52 -0.45 -0.7366
N -1.08 -1.11 -0.03 -0.5845
H -0.92 1.97 1.56 0.2889
H -3.11 -0.24 -0.88 0.2851
H -1.58 0.14 -1.62 0.2293
H -0.02 -0.67 1.76 0.2687
H 2.14 -1.12 1.00 0.4486
H 3.17 -0.64 -0.40 0.4798
H 0.43 2.14 -0.35 0.4713
H 2.17 1.89 -1.01 0.4758
H -1.72 -1.53 0.69 0.4679
H -0.86 -1.86 -0.72 0.5034
```

Computed properties:
Max |F|: 6.2 eV/A
Charge: +2
Energy above the lowest of the compared OMol25 structures with the same formula, charge and spin: 268.52 kJ/mol

Record 7
C4H10N4O | ωB97M-V/def2-TZVPD

The geometry in XYZ format:
```
19
Properties=species:S:1:pos:R:3:nbo_charge:R:1
C -2.03 0.28 -0.46 0.2635
N -0.60 0.03 -0.35 -0.6070
C -0.04 -0.99 -0.02 0.8956
C 2.33 0.13 -0.18 -0.0057
N -2.21 1.66 -0.79 -0.8176
N -2.73 -0.11 0.73 -0.8423
N 2.81 -0.90 -0.96 -0.8103
C 2.44 0.21 1.14 -0.5277
O 0.42 -2.00 0.32 -0.5290
H 1.86 0.96 -0.72 0.2049
H -2.42 -0.32 -1.29 0.1748
H -2.37 0.37 1.55 0.3595
H -3.20 1.86 -0.90 0.3703
H -1.83 2.26 -0.07 0.3585
H -2.68 -1.11 0.90 0.3623
H 2.33 -1.04 -1.84 0.3762
H 2.95 -1.77 -0.46 0.3789
H 2.83 -0.61 1.73 0.1900
H 2.14 1.10 1.67 0.2052
```

Computed properties:
Max |F|: 1.4 eV/A
SMILES string: NC(N)N=C=O.C=CN
Energy above the lowest of the compared OMol25 structures with the same formula, charge and spin: 117.72 kJ/mol